C44H38P3V | ωB97M-V with the def2-TZVPD basis set

```
86
C44H38P3V, DFT ωB97M-V with the def2-TZVPD basis set
V -0.2024 -0.1680 0.0949
C -2.4536 2.5206 -0.2838
C -1.3402 3.1122 0.5763
P 0.2658 2.2972 0.2143
C 0.7735 2.8623 -1.4207
C 0.3549 4.0957 -1.9239
C 0.8272 4.5363 -3.1510
C 1.7253 3.7613 -3.8720
C 2.1559 2.5399 -3.3703
C 1.6770 2.0881 -2.1512
C 1.4304 2.9763 1.4157
C 1.1169 2.9823 2.7770
C 1.9935 3.5478 3.6885
C 3.1896 4.1034 3.2497
C 3.5084 4.0921 1.8993
C 2.6343 3.5290 0.9796
P -2.3385 0.7067 -0.4103
C -3.4927 0.1076 -1.6291
C -4.5205 0.9460 -2.0705
C -5.4351 0.4773 -3.0013
C -5.3330 -0.8168 -3.4875
C -4.3115 -1.6545 -3.0521
C -3.3877 -1.1963 -2.1311
C -2.4767 -0.1548 1.1651
C -1.6700 0.2293 2.2566
C -1.6226 -0.5640 3.4070
C -2.3531 -1.7320 3.4804
C -3.1454 -2.1257 2.3998
C -3.1968 -1.3649 1.2496
H -2.3519 2.8643 -1.3177
H -3.4409 2.8155 0.0742
H -1.5603 2.9931 1.6361
H -1.2551 4.1870 0.4152
H -0.3224 4.7292 -1.3659
H 0.5019 5.4920 -3.5390
H 2.0954 4.1147 -4.8251
H 2.8664 1.9442 -3.9281
H 2.0237 1.1393 -1.7575
H 0.1792 2.5784 3.1420
H 1.7356 3.5746 4.7389
H 3.8639 4.5596 3.9622
H 4.4306 4.5409 1.5547
H 2.8813 3.5471 -0.0742
H -4.6238 1.9551 -1.6955
H -6.2308 1.1259 -3.3412
H -6.0515 -1.1774 -4.2114
H -4.2366 -2.6627 -3.4364
H -2.5866 -1.8497 -1.8080
H -1.1685 1.1850 2.2769
H -1.0415 -0.2294 4.2571
H -2.3350 -2.3295 4.3822
H -3.7493 -3.0211 2.4726
H -3.8416 -1.6636 0.4345
C 1.0732 -6.5292 1.7750
C -0.1608 -6.0422 1.3523
C -0.2995 -4.7061 1.0270
C 0.8199 -3.8693 1.1204
C 2.0628 -4.3517 1.5437
C 2.1778 -5.6920 1.8719
P 0.6496 -2.1735 0.6829
C 2.0087 -1.0803 1.1047
C 2.0852 -0.6445 2.4421
C 3.1240 0.1777 2.8376
C 4.0740 0.5855 1.9072
C 3.9969 0.1779 0.5803
C 2.9708 -0.6558 0.1698
C 0.4593 -1.9014 -1.1594
C 0.8652 -2.9328 -2.0276
C 0.7009 -2.7673 -3.3866
C 0.1147 -1.6094 -3.9204
C -0.3394 -0.6097 -3.0888
C -0.1565 -0.7593 -1.7145
H 1.1724 -7.5753 2.0329
H -1.0114 -6.7064 1.2838
H -1.2569 -4.3154 0.7037
H 2.9195 -3.6936 1.6160
H 3.1302 -6.0838 2.2016
H 1.3501 -0.9806 3.1645
H 3.1978 0.4972 3.8680
H 4.8890 1.2241 2.2209
H 4.7504 0.4963 -0.1279
H 2.9315 -1.0080 -0.8538
H 1.3103 -3.8382 -1.6341
H 1.0369 -3.5493 -4.0555
H 0.0115 -1.5073 -4.9928
H -0.8131 0.2768 -3.4906
```

## Properties
**Energy**: -3666.59744 Ha
**Total charge**: +3
**Kohn-Sham gap (alpha / beta)**: 6.8 / 7.3 eV
**HOMO energy (alpha / beta)**: -0.6126 / -0.6105 Eh
**LUMO (alpha / beta)**: -0.363 / -0.344 Ha
**2S+1**: 2

Here are the Mulliken charges for atoms 1 to 4, given in e:
1. V 0.295
2. C -1.436
3. C -1.852
4. P 1.575

C44H39AsBiGeN5O4 | ωB97M-V with the def2-TZVPD basis set

```
95
C44H39AsBiGeN5O4, DFT ωB97M-V with the def2-TZVPD basis set
Bi -1.6363 0.3790 2.0838
N -1.7727 -4.4577 3.1660
C -2.1024 -3.1766 2.7862
N -1.3140 -2.1882 2.8738
C -0.0408 -2.3528 3.4679
N 0.6499 -1.2916 3.8118
N 0.1742 -0.1220 3.5057
C 0.7939 0.9765 4.1010
C 0.2530 2.2059 3.9015
C 0.6899 3.3913 4.6115
C 0.0387 4.5616 4.4632
C -1.0858 4.6547 3.5780
C -1.4356 3.5366 2.8822
N -0.8068 2.3449 2.9947
C 0.4102 -3.6834 3.8188
C 1.6700 -3.9821 4.3417
C 2.0295 -5.2861 4.6677
C 1.1426 -6.3319 4.4745
C -0.1263 -6.0569 3.9586
C -0.4840 -4.7614 3.6461
H -2.4254 -5.2018 3.0023
H -3.1025 -3.0382 2.3865
H 1.6253 0.8035 4.7732
H 1.5443 3.2994 5.2731
H 0.3742 5.4387 5.0082
H -1.6211 5.5812 3.4272
H -2.2414 3.5515 2.1569
H 2.3612 -3.1621 4.4838
H 3.0160 -5.4807 5.0721
H 1.4209 -7.3500 4.7157
H -0.8438 -6.8580 3.8093
O -4.4290 2.4499 -0.6844
C -3.7851 1.7371 0.0811
O -2.5946 1.9982 0.5133
C -4.3838 0.3906 0.5887
O -5.5027 0.3914 1.1001
O -3.6064 -0.6222 0.4596
C -2.0307 -2.9356 -0.2997
As -1.1458 -1.2946 -0.8195
C -2.2830 -0.8167 -2.3228
C 0.3824 -2.2743 -1.7027
C 0.1950 -2.7812 -3.0912
C -0.2637 -4.0717 -3.3518
C -0.4763 -4.5121 -4.6521
C -0.2211 -3.6712 -5.7253
C 0.2570 -2.3884 -5.4823
C 0.4622 -1.9531 -4.1838
H -2.0979 -3.4876 -1.2389
H -3.0144 -2.7109 0.1002
H -1.4166 -3.4910 0.4034
H -1.9956 -1.3899 -3.2022
H -2.2353 0.2465 -2.5299
H -3.2968 -1.0597 -2.0099
H 0.5773 -3.0926 -1.0072
H 1.2165 -1.5838 -1.6483
H -0.4541 -4.7404 -2.5193
H -0.8389 -5.5185 -4.8254
H -0.3897 -4.0104 -6.7399
H 0.4726 -1.7228 -6.3096
H 0.8371 -0.9548 -3.9984
C -0.2232 -0.0915 0.3114
Ge 0.2666 1.4635 -0.7367
C -0.5877 2.1151 -2.4002
C -0.1050 1.7115 -3.6479
C -0.6737 2.1635 -4.8293
C -1.7529 3.0384 -4.7866
C -2.2509 3.4457 -3.5589
C -1.6738 2.9901 -2.3779
C 0.8559 3.0435 0.2760
C 0.5278 4.3480 -0.0748
C 1.1928 5.4303 0.4948
C 2.1974 5.2184 1.4241
C 2.5251 3.9191 1.7947
C 1.8633 2.8459 1.2244
C 2.1459 1.0958 -1.4080
C 2.9332 0.0662 -0.9008
C 4.2538 -0.1176 -1.3051
C 4.8276 0.7502 -2.2209
C 4.0776 1.8185 -2.7036
C 2.7622 1.9854 -2.2962
H 0.7374 1.0350 -3.7027
H -0.2762 1.8303 -5.7820
H -2.2104 3.3858 -5.7063
H -3.1146 4.0972 -3.5053
H -2.1209 3.2680 -1.4324
H -0.2509 4.5350 -0.8039
H 0.9152 6.4402 0.2135
H 2.7151 6.0598 1.8707
H 3.2904 3.7421 2.5417
H 2.1309 1.8372 1.5211
H 2.5166 -0.5779 -0.1316
H 4.8317 -0.9393 -0.8967
H 5.8533 0.6102 -2.5433
H 4.5236 2.5272 -3.3932
H 2.2027 2.8363 -2.6728
```

## Properties
**Energy**: -6802.12871 Ha
**Total charge**: -2
**Kohn-Sham gap**: 4.1 eV
**HOMO energy**: -0.0014 Eh
**LUMO**: 0.150 Ha
**2S+1**: 1

Here are the Mulliken charges for atoms 1 to 4, given in e:
1. Bi 0.649
2. N 0.046
3. C -1.057
4. N 0.081

C44H39CaF9N3P | ωB97M-V with the def2-TZVPD basis set

```
97
C44H39CaF9N3P, DFT ωB97M-V with the def2-TZVPD basis set
Ca 1.0979 1.1247 -0.2121
C 1.9481 -1.7010 1.2444
N 2.3906 -0.3107 1.2932
C 2.2376 0.2300 2.6376
C 3.7630 -0.2716 0.8222
C 4.7930 -0.7937 1.5866
C 6.0801 -0.8891 1.0872
C 6.3091 -0.5386 -0.2352
C 5.2986 -0.0065 -1.0044
C 4.0101 0.2296 -0.4782
N 2.9995 0.8403 -1.1588
C 3.2227 1.8493 -2.0491
C 4.4233 2.5772 -2.1581
C 4.5798 3.5865 -3.0818
C 3.5361 3.9441 -3.9177
C 2.3184 3.2991 -3.7815
C 2.1436 2.2821 -2.8613
N 0.8842 1.5815 -2.7218
C 0.8788 0.4555 -3.6484
C -0.2896 2.4150 -2.9462
H 2.4787 -2.3240 1.9798
H 0.8735 -1.7702 1.4406
H 2.1620 -2.1039 0.2527
H 2.6667 -0.4221 3.4104
H 2.7306 1.1989 2.6833
H 1.1754 0.3611 2.8586
H 4.5961 -1.1255 2.5964
H 6.8728 -1.2726 1.7095
H 7.2937 -0.6689 -0.6615
H 5.4815 0.2206 -2.0471
H 5.2345 2.3504 -1.4816
H 5.5279 4.0996 -3.1568
H 3.6554 4.7201 -4.6581
H 1.5014 3.6053 -4.4192
H 0.9196 0.7956 -4.6924
H 1.7571 -0.1602 -3.4575
H -0.0279 -0.1395 -3.5151
H -0.4151 2.7040 -3.9974
H -1.1844 1.8582 -2.6496
H -0.2184 3.3170 -2.3385
F -7.8538 -2.8799 -2.0157
C -7.7830 -1.7739 -1.2514
F -8.5115 -0.8367 -1.8827
F -8.4287 -2.0635 -0.1156
C -6.3604 -1.3451 -1.0233
C -5.8733 -1.1682 0.2639
C -4.5389 -0.8603 0.4561
C -3.6827 -0.7356 -0.6313
C -4.2010 -0.8401 -1.9232
C -5.5299 -1.1522 -2.1235
P -1.8740 -0.4518 -0.4808
C -1.6893 -0.7464 1.3261
C -1.5848 0.3882 2.1278
C -1.4458 0.2733 3.5002
C -1.3957 -0.9924 4.0714
C -1.5024 -2.1330 3.2832
C -1.6553 -2.0096 1.9141
C -1.2152 -1.1609 5.5553
F -1.3146 -0.0150 6.2351
F -0.0065 -1.6779 5.8501
F -2.1226 -2.0045 6.0802
C -1.3293 -2.0651 -1.1841
C -0.0195 -2.1227 -1.6553
C 0.4572 -3.2532 -2.2906
C -0.3757 -4.3561 -2.4384
C -1.6772 -4.3223 -1.9515
C -2.1524 -3.1815 -1.3317
C 0.1251 -5.5777 -3.1618
F -0.1318 -5.5192 -4.4843
F -0.4390 -6.7092 -2.7145
F 1.4506 -5.7399 -3.0456
H -6.5308 -1.2898 1.1108
H -4.1664 -0.7420 1.4620
H -3.5423 -0.7105 -2.7716
H -5.9211 -1.2615 -3.1237
H -1.6304 1.3760 1.6837
H -1.3821 1.1615 4.1127
H -1.4662 -3.1081 3.7450
H -1.7498 -2.8966 1.3050
H 0.6262 -1.2609 -1.5357
H 1.4661 -3.2785 -2.6704
H -2.3204 -5.1815 -2.0664
H -3.1716 -3.1662 -0.9733
C 1.0152 3.3447 0.6220
C 0.2568 3.5292 1.8409
C -1.1314 3.7467 1.7932
C -1.8762 3.9287 2.9392
C -1.2640 3.9029 4.1846
C 0.1066 3.6970 4.2595
C 0.8537 3.5220 3.1129
H 2.0689 3.5952 0.7471
H 0.5960 3.9398 -0.1901
H -1.6165 3.7802 0.8216
H -2.9408 4.1090 2.8653
H -1.8439 4.0559 5.0813
H 0.5924 3.6940 5.2256
H 1.9275 3.3974 3.1876
```

## Properties
**Energy**: -3782.20278 Ha
**Kohn-Sham gap**: 6.1 eV
**HOMO energy**: -0.2429 Eh
**LUMO**: -0.018 Ha
**2S+1**: 1

Here are the Mulliken charges for atoms 1 to 4, given in e:
1. Ca 1.849
2. C -1.101
3. N 1.722
4. C -1.209

C44H39N4O2P2ReS3 | ωB97M-V with the def2-TZVPD basis set

```
95
C44H39N4O2P2ReS3, DFT ωB97M-V with the def2-TZVPD basis set
Re 1.4042 -0.1268 1.0810
C -0.6838 2.3678 -0.2824
N -0.9426 1.6808 -1.5405
C 0.2345 1.0585 -2.1209
P 0.9565 -0.4466 -1.3141
C 2.3956 -0.5875 -2.4802
C 2.3062 -1.3267 -3.6645
C 3.3519 -1.3391 -4.5764
C 4.5081 -0.6149 -4.3281
C 4.6212 0.0997 -3.1465
C 3.5768 0.1096 -2.2318
C 0.0230 -1.8756 -1.9551
C 0.4728 -3.1403 -1.5876
C -0.1516 -4.2790 -2.0757
C -1.2248 -4.1617 -2.9490
C -1.6689 -2.9023 -3.3292
C -1.0512 -1.7634 -2.8305
C -1.8492 2.3056 -2.4278
C -3.0022 2.9357 -1.9371
C -3.9128 3.5440 -2.7839
C -3.7229 3.5421 -4.1581
C -2.5974 2.9130 -4.6597
C -1.6729 2.3083 -3.8173
P -0.4344 1.4075 1.2909
C -0.2727 2.9039 2.3731
C 0.9576 3.4997 2.6370
C 1.0378 4.6795 3.3649
C -0.1125 5.2905 3.8362
C -1.3451 4.7034 3.5911
C -1.4257 3.5221 2.8701
C -2.0173 0.7929 1.9454
C -1.9594 0.1234 3.1643
C -3.1254 -0.3119 3.7778
C -4.3544 -0.0883 3.1735
C -4.4128 0.5606 1.9457
C -3.2472 0.9958 1.3324
H -1.4528 3.1057 -0.0753
H 0.2657 2.9221 -0.3509
H 1.0781 1.7635 -2.1648
H 0.0318 0.7352 -3.1352
H 1.4211 -1.9040 -3.8893
H 3.2583 -1.9185 -5.4861
H 5.3150 -0.6116 -5.0498
H 5.5243 0.6545 -2.9263
H 3.6943 0.6581 -1.3101
H 1.3239 -3.2333 -0.9241
H 0.2009 -5.2571 -1.7742
H -1.7108 -5.0483 -3.3357
H -2.5003 -2.8032 -4.0163
H -1.4249 -0.7879 -3.1187
H -3.2083 2.9710 -0.8780
H -4.7826 4.0247 -2.3541
H -4.4305 4.0267 -4.8166
H -2.4141 2.8974 -5.7266
H -0.8024 1.8687 -4.2780
H 1.8654 3.0455 2.2724
H 2.0080 5.1176 3.5603
H -0.0509 6.2183 4.3902
H -2.2510 5.1650 3.9629
H -2.3990 3.0810 2.7063
H -0.9989 -0.0501 3.6374
H -3.0740 -0.8278 4.7279
H -5.2656 -0.4215 3.6534
H -5.3681 0.7263 1.4627
H -3.2956 1.4675 0.3615
O 3.1052 -1.3861 0.8843
N 3.1122 -2.5656 1.5076
C 4.3086 -3.1905 1.5920
C 4.4300 -4.3786 2.2486
C 3.2917 -4.9434 2.8376
C 2.0841 -4.3100 2.7103
C 1.9749 -3.0942 2.0121
S 0.4773 -2.3030 1.7323
H 5.1216 -2.6592 1.1214
H 5.3979 -4.8527 2.3093
H 3.3658 -5.8663 3.3964
H 1.1810 -4.7105 3.1476
S 1.9364 0.1058 3.4181
C 3.5614 0.7423 3.3233
C 4.3507 0.6582 4.5239
N 4.9415 0.5768 5.5065
C 4.0507 1.3059 2.2046
S 3.0720 1.5521 0.7667
C 5.4063 1.7785 2.1323
N 6.4928 2.1412 2.0328
C -3.9596 -1.3846 -0.9672
C -2.7855 -1.6920 -0.0715
C -2.8967 -2.9037 0.8153
O -1.7956 -1.0001 -0.0679
H -4.0726 -2.2005 -1.6858
H -3.8080 -0.4453 -1.4973
H -4.8746 -1.3380 -0.3724
H -3.8670 -3.3888 0.7301
H -2.7132 -2.6052 1.8498
H -2.1051 -3.6084 0.5479
```

## Properties
**Energy**: -4025.16623 Ha
**Kohn-Sham gap (alpha / beta)**: 7.2 / 6.3 eV
**HOMO energy (alpha / beta)**: -0.2573 / -0.2694 Eh
**LUMO (alpha / beta)**: 0.007 / -0.038 Ha
**2S+1**: 3

Here are the Mulliken charges for atoms 1 to 4, given in e:
1. Re 0.344
2. C -2.394
3. N 1.326
4. C -2.278

C44H40CdN6O2S4 | ωB97M-V with the def2-TZVPD basis set

```
97
C44H40CdN6O2S4, DFT ωB97M-V with the def2-TZVPD basis set
Cd 2.9695 -0.1318 0.1653
S 3.4438 -1.1872 2.6919
C 3.8687 -2.5483 1.8309
C 4.0377 -3.8288 2.4010
C 4.1659 -4.9182 1.5707
C 4.2663 -4.7394 0.1759
C 4.1835 -3.3997 -0.3057
N 3.9752 -2.3811 0.4917
H 4.1371 -3.8944 3.5347
H 4.2291 -5.9102 1.9316
H 4.3373 -5.5361 -0.5153
H 4.3904 -3.1775 -1.3575
N 5.2005 1.0611 0.5119
C 6.0433 1.0344 -0.7312
C 5.3862 1.7656 -1.8910
C 4.0985 1.0967 -2.2569
O 3.2971 1.7666 -2.8923
O 3.9300 -0.1392 -1.8762
H 5.1268 1.9417 0.9506
H 5.5394 0.4339 1.2294
H 6.1285 -0.0114 -0.9963
H 7.0898 1.3805 -0.6106
H 6.0913 1.9587 -2.6972
H 5.1413 2.8388 -1.5997
N 1.4674 1.4485 0.8080
S 0.2446 2.1276 0.5090
N -1.2921 1.5148 0.9375
S -2.0497 0.4325 0.1196
N -1.3398 -0.6384 -0.7384
S -0.1775 -1.7728 -0.3371
N 1.2153 -1.4424 -0.4306
C -0.6273 -3.0728 -1.4694
C 0.4430 -3.9911 -1.4493
C 0.3394 -5.0857 -2.2805
C -0.7436 -5.1455 -3.1551
C -1.7982 -4.2278 -3.1580
C -1.6873 -3.1751 -2.3170
C -0.7367 -2.3968 1.2766
C 0.0132 -2.0486 2.3794
C -0.3622 -2.4992 3.6082
C -1.5196 -3.2154 3.7944
C -2.2937 -3.5517 2.7230
C -1.9028 -3.1350 1.4506
C -3.0962 -0.2034 1.3595
C -2.7837 -0.0711 2.7247
C -3.6778 -0.6079 3.6436
C -4.8219 -1.2888 3.2333
C -5.0522 -1.4642 1.8997
C -4.1957 -0.9341 0.9600
C -3.0560 1.1703 -1.0960
C -2.8422 0.9886 -2.4842
C -3.5159 1.8196 -3.3504
C -4.2878 2.9277 -2.9382
C -4.4619 3.0659 -1.5580
C -3.8474 2.2235 -0.6657
C -0.0048 2.5513 -1.2250
C -0.3982 3.8620 -1.5364
C -0.6711 4.1521 -2.8831
C -0.4003 3.2111 -3.8930
C 0.1048 1.9467 -3.5177
C 0.2978 1.5847 -2.1769
C 0.0040 3.7041 1.3652
C 1.1700 4.2081 1.9615
C 1.1600 5.4690 2.5726
C -0.0359 6.1896 2.5946
C -1.2104 5.6708 2.1400
C -1.1892 4.3968 1.5088
H 1.2508 -3.7466 -0.7312
H 1.0462 -5.8952 -2.3435
H -0.7350 -5.9928 -3.8342
H -2.6142 -4.3044 -3.8203
H -2.3760 -2.3440 -2.2454
H 0.9230 -1.4956 2.2139
H 0.3085 -2.2958 4.4546
H -1.8761 -3.3486 4.7877
H -3.1838 -4.0696 2.8043
H -2.5000 -3.3944 0.5847
H -1.8419 0.3871 3.0525
H -3.3951 -0.5235 4.6978
H -5.4476 -1.7831 3.9597
H -5.9416 -2.0220 1.5321
H -4.4168 -1.0656 -0.0720
H -2.2524 0.2485 -2.8750
H -3.4097 1.6572 -4.3807
H -4.7328 3.6391 -3.6015
H -5.1683 3.7765 -1.1932
H -3.9590 2.4683 0.3984
H -0.4607 4.5860 -0.7333
H -1.0368 5.0625 -3.2517
H -0.6651 3.3837 -4.9221
H 0.3536 1.2499 -4.2622
H 0.7672 0.6355 -1.9669
H 2.0771 3.6739 1.9668
H 2.0593 5.9061 2.9718
H -0.0051 7.1570 3.0808
H -2.1687 6.1901 2.1192
H -2.0571 4.0872 0.9427
```

## Properties
**Energy**: -3939.90114 Ha
**Kohn-Sham gap**: 6.2 eV
**HOMO energy**: -0.2381 Eh
**LUMO**: -0.012 Ha
**2S+1**: 1

Here are the Mulliken charges for atoms 1 to 4, given in e:
1. Cd 2.914
2. S -0.577
3. C 0.501
4. C -0.747

Relative energy (zero: lowest compared OMol25 entry of this formula, charge and spin) in kJ/mol, matching the order above: 1.8 71.4 39.1 0.0 0.0